(1)
Here is C35H28ClN4NiPSSe as an isolated structure from the Open Molecules 2025 dataset. Energies are from ωB97M-V with the def2-TZVPD basis set.

Summary:
Total energy   -181746.8538 eV
LUMO energy (alpha / beta)   0.48 / -0.51 eV
2S+1   3
HOMO (alpha / beta)   -6.6138 / -7.2148 eV

Geometry (Å):
Ni: -0.23532 -0.48291 1.14438
Cl: 1.59035 -0.57606 2.80738
C: 3.03771 -0.75999 1.81650
C: 4.20601 -1.15712 2.44326
C: 5.35163 -1.31598 1.67935
C: 5.31768 -1.07847 0.30969
C: 4.13290 -0.67977 -0.29027
C: 2.96448 -0.50861 0.45304
P: 1.36468 0.02476 -0.27652
C: 1.61259 1.83800 -0.45225
C: 0.49551 2.59511 -0.82022
C: 0.57595 3.97632 -0.92278
C: 1.76968 4.62711 -0.63334
C: 2.87844 3.88873 -0.24865
C: 2.80400 2.50189 -0.16323
C: 1.48733 -0.60440 -1.98605
C: 1.52240 0.22902 -3.09926
C: 1.54901 -0.31216 -4.38169
C: 1.54339 -1.68746 -4.55655
C: 1.50686 -2.52783 -3.44836
C: 1.47374 -1.98802 -2.17225
H: 4.20978 -1.34675 3.50899
H: 6.27071 -1.63230 2.15673
H: 6.21177 -1.20474 -0.28851
H: 4.10341 -0.50137 -1.35950
H: -0.44883 2.10254 -1.02685
H: -0.30067 4.53970 -1.22058
H: 1.83253 5.70628 -0.70184
H: 3.81019 4.39001 -0.01634
H: 3.68266 1.94652 0.13827
H: 1.51851 1.30466 -2.97402
H: 1.56848 0.34609 -5.24218
H: 1.56082 -2.10759 -5.55437
H: 1.48261 -3.60266 -3.57971
H: 1.41360 -2.64769 -1.31309
N: -2.58210 -1.13460 3.41048
C: -2.37084 0.22804 3.23496
C: -3.28894 1.09127 3.85455
C: -3.12280 2.44536 3.72483
C: -2.04719 2.93827 2.98570
C: -1.19665 2.02268 2.41935
N: -1.34407 0.68893 2.53822
C: -2.06954 -2.30354 2.83083
C: -2.71261 -3.49596 3.17823
C: -2.24357 -4.67570 2.66037
C: -1.13440 -4.65991 1.82023
C: -0.57195 -3.44340 1.53012
N: -1.02213 -2.27102 2.02231
H: -3.40291 -1.32166 3.96033
H: -4.12007 0.68277 4.41583
H: -3.82870 3.12039 4.19179
H: -1.87997 3.99712 2.85039
H: -0.34669 2.34022 1.82766
H: -3.58238 -3.47619 3.82363
H: -2.74710 -5.60429 2.89429
H: -0.74403 -5.56171 1.37070
H: 0.27417 -3.36680 0.86297
S: -2.20014 -0.57273 -0.26390
C: -2.33300 0.63988 -1.54477
C: -1.76269 0.45528 -2.80726
C: -1.83872 1.45175 -3.77297
C: -2.47729 2.65444 -3.49816
C: -3.05030 2.84621 -2.24714
C: -2.98622 1.84787 -1.28172
H: -1.25080 -0.47330 -3.02572
H: -1.39122 1.28426 -4.74665
H: -2.53670 3.42854 -4.25302
H: -3.55606 3.77740 -2.02018
H: -3.43431 2.00004 -0.30601
Se: -1.82012 -3.01546 -1.71952
C: -3.15772 -3.71443 -0.66848
N: -3.98484 -4.14488 0.01860

(2)
Here is C35H28CoF5N2O5PTe as an isolated structure at a distorted geometry from the Open Molecules 2025 dataset. Energies are from ωB97M-V with the def2-TZVPD basis set.

Summary:
Total charge   -2
Total energy   -117761.6154 eV
LUMO energy (alpha / beta)   4.09 / 4.09 eV
2S+1   2
HOMO (alpha / beta)   -1.3784 / -1.3740 eV

Geometry (Å):
Co: -0.39431 -1.13050 0.15378
O: -0.46086 -3.51526 -0.33579
C: -0.84870 -3.44526 -1.48534
C: -0.07661 -4.12611 -2.63423
C: -0.98098 -4.92714 -3.54141
C: -2.25536 -4.58658 -3.69226
C: -2.86954 -3.53088 -2.86966
C: -2.23137 -2.94800 -1.84810
C: -2.97521 -2.14962 -0.86486
N: -2.38140 -1.52238 0.05498
C: -3.07902 -0.97479 1.19469
C: -2.31254 -1.42437 2.43497
N: -0.88831 -1.31928 2.15191
C: -0.05269 -1.60261 3.06353
C: 1.37612 -1.54352 2.76363
C: 2.02982 -2.71079 2.77638
C: 3.31966 -2.97787 2.15183
C: 4.05228 -2.06117 1.52188
C: 3.76030 -0.59637 1.53519
C: 1.88520 -0.13160 2.37203
O: 1.12643 0.79849 2.83051
H: 0.73396 -4.69186 -2.17850
H: -0.53177 -5.70390 -4.14813
H: -2.87976 -5.09062 -4.42172
H: -3.90518 -3.26599 -3.07010
H: -4.06962 -2.20250 -0.90919
H: -4.12561 -1.30507 1.23537
H: -3.04794 0.10680 1.13220
H: -2.56821 -2.46439 2.66715
H: -2.58288 -0.79133 3.28559
H: -0.40638 -1.95170 4.04319
H: 1.50134 -3.58680 3.15174
H: 3.61534 -4.01938 2.08916
H: 4.91064 -2.38534 0.94830
H: 4.65812 -0.06624 1.22659
O: 3.33163 -0.12536 2.81996
C: 2.41717 -0.13277 0.88224
O: 1.72274 -1.02507 0.07647
C: 2.48576 1.29320 0.35675
C: 3.71088 1.86617 0.00704
C: 3.83207 3.19915 -0.33305
C: 2.71269 4.01806 -0.34308
C: 1.47875 3.45448 -0.08687
C: 1.35121 2.10500 0.23992
P: -0.33390 1.40231 0.27162
C: -1.20325 2.42098 1.55144
C: -2.59353 2.53947 1.55631
C: -3.26381 3.23187 2.55690
C: -2.54483 3.83332 3.57731
C: -1.15955 3.73383 3.58075
C: -0.49313 3.03388 2.58632
C: -0.97012 2.17424 -1.27155
C: -1.70950 3.35012 -1.37237
C: -2.06560 3.86388 -2.61310
C: -1.67282 3.21444 -3.77435
C: -0.91451 2.05589 -3.68253
C: -0.56244 1.53674 -2.44595
H: 4.58224 1.23428 -0.04591
H: 4.80196 3.59517 -0.61197
H: 2.79131 5.07024 -0.59268
H: 0.58773 4.06727 -0.16901
H: -3.17028 2.12043 0.74128
H: -4.34532 3.30801 2.52669
H: -3.05883 4.37671 4.36251
H: -0.58423 4.19163 4.37688
H: 0.57800 2.90143 2.62463
H: -1.99123 3.90297 -0.48800
H: -2.63576 4.78525 -2.66534
H: -1.94662 3.61475 -4.74437
H: -0.58331 1.54094 -4.57601
H: 0.01486 0.62318 -2.37555
F: 3.33746 -2.52091 -3.50108
Te: 2.14209 -1.50102 -1.98450
F: 0.48139 -3.17583 -3.47516
F: 3.92587 -1.33061 -1.19378
F: 2.09457 -3.31287 -1.13624
F: 2.47710 0.54124 -2.32965
O: -0.09987 -1.23213 -1.66821

(3)
Here is a 2-piece molecular cluster, C35H28F3O7S3 overall at a distorted geometry from the Open Molecules 2025 dataset. Energies are from ωB97M-V with the def2-TZVPD basis set.

Summary:
Total charge   -1
Total energy   -91737.7987 eV
LUMO energy   1.25 eV
HOMO   -3.4898 eV

Geometry (Å):
C: 0.61586 6.16760 -2.51807
O: 1.47139 5.19148 -1.86563
C: 0.91220 4.40255 -0.90936
C: 1.78557 3.54595 -0.19479
C: 1.27688 2.47035 0.48506
C: -0.10885 2.12514 0.37645
C: -0.63059 0.81581 0.63448
C: -1.96943 0.47821 0.53247
S: -2.66660 -0.48221 1.87018
C: -3.09535 0.68167 3.18454
C: -2.34156 0.72233 4.36665
C: -2.82129 1.46340 5.45297
C: -4.02714 2.16288 5.35015
C: -4.71008 2.20398 4.13431
C: -4.23568 1.47738 3.03931
O: -3.93464 -1.01401 1.41565
O: -1.62759 -1.35266 2.37346
S: -3.08267 1.03782 -0.76167
C: -4.07669 -0.35634 -1.31122
C: -5.43427 -0.11969 -1.52028
C: -6.24632 -1.17855 -1.92980
C: -5.69731 -2.44468 -2.14585
C: -4.32538 -2.64978 -1.97112
C: -3.49931 -1.59861 -1.56783
O: -4.04541 1.93549 -0.12996
O: -2.32177 1.48682 -1.91067
C: -0.96276 3.17155 -0.04009
C: -0.48057 4.29008 -0.69657
H: 1.27718 6.71581 -3.19059
H: -0.18048 5.66502 -3.08652
H: 0.17081 6.85637 -1.78394
H: 2.85743 3.74315 -0.24906
H: 1.95301 1.87156 1.08382
H: -0.00264 0.04076 1.05900
H: -1.40997 0.15810 4.42828
H: -2.25943 1.46146 6.38772
H: -4.44170 2.66975 6.22226
H: -5.63284 2.77516 4.02580
H: -4.74661 1.52129 2.07651
H: -5.84594 0.87050 -1.32841
H: -7.31274 -0.99753 -2.06019
H: -6.34506 -3.27851 -2.43260
H: -3.89023 -3.63515 -2.13205
H: -2.42544 -1.73125 -1.43904
H: -2.01998 3.14264 0.19778
H: -1.17383 5.03898 -1.08177
F: 3.38083 -7.43229 2.62140
C: 3.21573 -7.34773 1.26783
F: 4.20346 -8.09954 0.69407
F: 2.02247 -7.96787 0.96973
C: 3.20501 -5.94344 0.74256
C: 3.58818 -5.72945 -0.57669
C: 3.42258 -4.48807 -1.16877
C: 2.88300 -3.38724 -0.44267
C: 2.74438 -2.09413 -1.01293
S: 3.17566 -0.72811 -0.09255
C: 3.87442 0.42302 -1.27426
C: 5.16201 0.91850 -1.07107
C: 5.72771 1.75294 -2.03589
C: 4.98218 2.15068 -3.15498
C: 3.65314 1.72467 -3.28840
C: 3.09413 0.85909 -2.34348
O: 1.94596 -0.09330 0.36007
O: 4.20626 -0.99470 0.89457
C: 2.53505 -3.63290 0.91724
C: 2.66609 -4.88891 1.49136
H: 3.99560 -6.55862 -1.14605
H: 3.76827 -4.31503 -2.18885
H: 2.76603 -1.91361 -2.08261
H: 5.70071 0.64722 -0.16410
H: 6.75477 2.09147 -1.91359
H: 5.42863 2.78751 -3.92038
H: 3.05054 2.05596 -4.13321
H: 2.05720 0.53744 -2.42124
H: 2.16525 -2.80722 1.52264
H: 2.33258 -5.04843 2.51047

(4)
Here is C35H28N4O4PS2Sr as an isolated structure at a distorted geometry from the Open Molecules 2025 dataset. Energies are from ωB97M-V with the def2-TZVPD basis set.

Summary:
Total charge   -1
Total energy   -82699.8021 eV
LUMO energy   2.41 eV
HOMO   -3.7696 eV

Geometry (Å):
Sr: 1.38626 -1.61526 0.40643
N: -2.75254 1.68887 4.79730
C: -1.61852 0.98474 4.39844
C: -0.35055 1.35750 4.86218
C: 0.77962 0.69692 4.42568
C: 0.65690 -0.33473 3.49630
C: -0.60255 -0.72120 3.04019
C: -1.73195 -0.06435 3.49020
S: 2.03964 -1.32673 3.11881
O: 1.44343 -2.53880 2.51442
O: 2.75875 -1.49784 4.34602
N: 2.77851 -0.56904 1.90448
C: 3.82248 -1.33441 1.31664
N: 4.71065 -1.99779 2.09191
C: 5.61697 -2.73725 1.46623
C: 5.69692 -2.85223 0.08318
C: 4.75600 -2.15932 -0.62346
N: 3.81355 -1.39613 -0.03487
H: -2.69251 2.15807 5.68249
H: -3.63034 1.22121 4.65105
H: -0.26036 2.16884 5.58001
H: 1.75831 0.95423 4.81684
H: -0.73112 -1.58701 2.39082
H: -2.70846 -0.36646 3.12757
H: 6.31390 -3.27080 2.10307
H: 6.44026 -3.46360 -0.40516
H: 4.71513 -2.20420 -1.70642
O: -1.01894 -1.12878 -2.39007
C: -0.07292 -1.93265 -2.30114
O: 1.08199 -1.69532 -1.79008
C: -0.32416 -3.33205 -2.78222
C: -0.39690 -3.62567 -4.13927
C: -0.66266 -4.91921 -4.57092
C: -0.87159 -5.91244 -3.61844
C: -0.81106 -5.61422 -2.26000
C: -0.53127 -4.31753 -1.79992
S: -0.46762 -3.95550 -0.06910
H: -0.25046 -2.82590 -4.86427
H: -0.71369 -5.14756 -5.63111
H: -1.08749 -6.92918 -3.93574
H: -0.98238 -6.39135 -1.51937
C: 1.61393 4.89974 1.23916
C: 0.86989 4.01184 2.00674
C: 0.23824 2.92470 1.41131
C: 0.30942 2.69059 0.03377
C: 1.07583 3.59127 -0.71684
C: 1.71618 4.68019 -0.12645
P: -0.35685 1.09444 -0.73404
C: -0.59131 1.72698 -2.43917
C: -1.72033 2.39608 -2.89171
C: -1.79356 2.84816 -4.20916
C: -0.73822 2.63275 -5.08810
C: 0.38992 1.94677 -4.64663
C: 0.45461 1.49131 -3.33614
C: -2.06691 1.00273 -0.01473
C: -2.64120 -0.26865 0.12878
C: -3.91808 -0.41946 0.66284
C: -4.64443 0.69608 1.06596
C: -4.08467 1.96635 0.93667
C: -2.80899 2.11468 0.39823
H: 2.10586 5.74979 1.69969
H: 0.78446 4.15562 3.07942
H: -0.32972 2.25320 2.03140
H: 1.17204 3.45234 -1.78593
H: 2.29705 5.35830 -0.74279
H: -2.56288 2.55888 -2.22808
H: -2.68551 3.36544 -4.54834
H: -0.79974 2.98152 -6.11484
H: 1.21236 1.75215 -5.32869
H: 1.31395 0.91475 -3.00358
H: -2.10121 -1.14959 -0.19867
H: -4.33889 -1.41639 0.75783
H: -5.64226 0.57796 1.47876
H: -4.64322 2.84477 1.24709
H: -2.38495 3.10883 0.30753

(5)
Here is C35H28N5NdO3PS as an isolated structure at a distorted geometry from the Open Molecules 2025 dataset. Energies are from ωB97M-V with the def2-TZVPD basis set.

Summary:
Total charge   +1
Total energy   -85744.3506 eV
LUMO energy (alpha / beta)   -3.05 / -3.04 eV
2S+1   4
HOMO (alpha / beta)   -10.3017 / -10.3046 eV

Geometry (Å):
Nd: -0.06719 0.02983 -0.39457
N: 0.93292 2.17602 3.63540
C: 0.72693 1.27237 2.67136
S: -0.88082 1.16267 2.02542
N: 1.78118 0.53060 2.37173
N: 1.65514 -0.29520 1.32365
C: 2.65766 -1.05709 1.06746
C: 2.64570 -1.90324 -0.11863
C: 3.79268 -2.60966 -0.47166
C: 3.78678 -3.39955 -1.60424
C: 2.62678 -3.47062 -2.36254
C: 1.53427 -2.72831 -1.95879
N: 1.52555 -1.94873 -0.87317
H: 0.17412 2.74698 3.95778
H: 1.84909 2.26102 4.04245
H: 3.53277 -1.05448 1.71007
H: 4.67384 -2.52683 0.14971
H: 4.67107 -3.95071 -1.89433
H: 2.56527 -4.07886 -3.25304
H: 0.62089 -2.75765 -2.53857
O: 1.40820 3.64581 -2.01472
C: 1.05760 2.49947 -1.86942
O: 1.03652 1.81368 -0.76838
C: 0.57181 1.72548 -3.10091
C: 0.80004 2.28394 -4.36982
C: 0.43566 1.57671 -5.47572
C: -0.20319 0.32599 -5.32273
C: -0.62322 -0.45924 -6.42118
C: -1.28209 -1.63738 -6.21941
C: -1.56976 -2.07268 -4.90859
C: -1.16697 -1.34056 -3.82814
C: -0.44712 -0.13792 -4.00983
N: -0.02748 0.56197 -2.90978
H: 1.27338 3.25348 -4.41772
H: 0.61420 1.96274 -6.47191
H: -0.42230 -0.10280 -7.42381
H: -1.60021 -2.23740 -7.06121
H: -2.12686 -2.98966 -4.76768
H: -1.41549 -1.64489 -2.81833
O: -2.23086 -0.76483 -0.58390
P: -3.62988 -0.28387 -0.94183
C: -3.59763 1.48605 -1.28750
C: -2.40345 2.19330 -1.17542
C: -2.34063 3.54332 -1.47681
C: -3.49171 4.20087 -1.88566
C: -4.70036 3.51922 -1.95183
C: -4.75948 2.16973 -1.64494
C: -4.23176 -1.21019 -2.36401
C: -4.08591 -2.59715 -2.28472
C: -4.55577 -3.40359 -3.30698
C: -5.16793 -2.83100 -4.41514
C: -5.30517 -1.45343 -4.50060
C: -4.84183 -0.63986 -3.47601
C: -4.78617 -0.54208 0.40368
C: -5.91643 -1.34448 0.27797
C: -6.75882 -1.51392 1.36697
C: -6.47243 -0.88787 2.57091
C: -5.34529 -0.08443 2.69574
C: -4.50253 0.09484 1.61362
H: -1.51349 1.71407 -0.79219
H: -1.40405 4.07634 -1.37123
H: -3.45007 5.25416 -2.12806
H: -5.60237 4.04538 -2.23446
H: -5.71051 1.65039 -1.66073
H: -3.61244 -3.03630 -1.41375
H: -4.44698 -4.47848 -3.24188
H: -5.53972 -3.45918 -5.21388
H: -5.77758 -1.00824 -5.36599
H: -4.93463 0.43366 -3.56375
H: -6.14046 -1.83214 -0.66205
H: -7.63781 -2.13763 1.27489
H: -7.13309 -1.02382 3.41686
H: -5.12438 0.40285 3.63578
H: -3.62373 0.72205 1.70813

(6)
Here is C35H28N7O2S5Ti as an isolated structure at a distorted geometry from the Open Molecules 2025 dataset. Energies are from ωB97M-V with the def2-TZVPD basis set.

Summary:
Total energy   -128571.3169 eV
LUMO energy (alpha / beta)   -1.30 / -1.30 eV
2S+1   2
HOMO (alpha / beta)   -5.3748 / -5.8653 eV

Geometry (Å):
Ti: -0.28376 -0.24170 -0.12448
C: -3.96132 -4.06821 -0.38045
C: -4.08934 -2.57999 -0.40074
C: -5.03683 -1.93145 -1.19586
C: -5.16456 -0.55786 -1.10103
C: -4.35739 0.13261 -0.20923
C: -3.40828 -0.58864 0.50839
N: -3.28774 -1.91157 0.41500
C: -2.59109 0.01294 1.58726
C: -3.23185 0.72976 2.58809
C: -2.50310 1.10555 3.71647
C: -1.18702 0.71036 3.81289
C: -0.58672 0.00384 2.76053
N: -1.28918 -0.30035 1.64611
C: 0.78786 -0.47946 2.80583
C: 1.53729 -0.45612 3.98702
C: 2.81822 -0.97040 3.98948
C: 3.31259 -1.50919 2.81411
C: 2.51216 -1.51476 1.67066
C: 3.04461 -2.16673 0.42977
N: 1.29272 -0.98350 1.65740
H: -4.79005 -4.49400 0.18726
H: -3.98965 -4.48989 -1.38381
H: -3.03047 -4.34410 0.10610
H: -5.65943 -2.49646 -1.87316
H: -5.89137 -0.02506 -1.69668
H: -4.44333 1.20175 -0.08918
H: -4.28533 0.95021 2.50486
H: -2.96914 1.66467 4.51195
H: -0.62005 0.97243 4.69055
H: 1.12232 -0.05366 4.89382
H: 3.40919 -0.97587 4.89408
H: 4.30014 -1.94389 2.77455
H: 3.65216 -3.02712 0.69642
H: 2.21931 -2.49685 -0.20008
H: 3.67589 -1.47378 -0.12799
O: -1.95332 -5.77595 -4.16318
C: -1.74930 -4.84040 -3.44579
S: -2.26718 -3.18471 -3.80874
C: -1.58916 -2.42004 -2.37248
C: -0.98780 -3.23981 -1.47436
S: -0.28403 -2.69735 -0.00308
S: -0.90903 -4.95008 -1.89608
S: -1.64618 -0.70158 -2.19768
S: 6.52212 3.09210 -1.75689
N: 5.66379 1.87883 -2.41898
C: 4.55768 1.71195 -1.71149
C: 3.52692 0.75587 -1.97481
C: 3.57354 -0.09358 -3.07136
C: 2.53945 -0.99701 -3.25694
C: 1.49268 -1.00818 -2.34656
N: 1.39473 -0.19044 -1.30374
C: 2.40728 0.70447 -1.08798
C: 2.31363 1.61599 0.00691
N: 1.22004 1.54604 0.80187
C: 1.05457 2.45618 1.73553
C: 1.96713 3.48094 2.00213
C: 3.12588 3.53749 1.25421
C: 3.31815 2.60626 0.23710
C: 4.45703 2.62240 -0.61829
N: 5.49786 3.44264 -0.53955
H: 4.41500 -0.03943 -3.74355
H: 2.53125 -1.67995 -4.09191
H: 0.70326 -1.73907 -2.48891
H: 0.14032 2.39541 2.31387
H: 1.76187 4.20564 2.77454
H: 3.87518 4.29669 1.41444
C: -2.15043 3.36263 -0.44958
C: -1.41500 2.29614 -1.27475
C: -0.23189 2.92453 -2.03093
O: -0.97109 1.27191 -0.46959
H: -2.48115 4.16503 -1.10421
H: -1.48042 3.76331 0.30968
H: -3.01714 2.92959 0.04704
H: -2.11883 1.87261 -2.02094
H: 0.43775 3.42008 -1.32745
H: -0.58968 3.65285 -2.75148
H: 0.31707 2.14648 -2.56195

- Which of these has the highest total energy?
  C35H28N4O4PS2Sr